1.
Below is one molecule with the formula C3H6O at a distorted geometry, with properties calculated with the ωB97M-V functional and the def2-TZVPD basis.

Calculated values
LUMO in eV: 1.0
SMILES: OC1CC1
Maximum force in eV/Å: 2.64
HOMO level in eV: -9.44

Geometry (Å):
C -0.45 0.06 0.48
C 0.72 -0.68 -0.19
C 0.60 0.79 -0.17
H -2.24 -0.63 0.03
H -0.50 0.01 1.56
H 0.46 -1.13 -1.13
H 1.53 -1.10 0.44
H 1.26 1.41 0.40
H 0.26 1.17 -1.14
O -1.62 0.11 -0.27

=====

2.
Below is one molecule with the formula C23H29N3O3, with properties calculated with the ωB97M-V functional and the def2-TZVPD basis.

Calculated values
LUMO in eV: 0.3
Maximum force in eV/Å: 0.80
HOMO level in eV: -9.28

Geometry (Å):
C -0.35 -0.31 2.76
C -0.83 -0.55 1.34
C -0.64 -2.01 0.90
N -0.70 -1.93 -0.56
C -0.70 -2.97 -1.43
O -0.76 -2.80 -2.64
C -0.61 -4.35 -0.80
C -0.49 -5.45 -1.85
C 0.87 -5.49 -2.56
C 1.67 -6.55 -1.79
N 0.63 -7.39 -1.23
C -0.59 -6.80 -1.15
O -1.57 -7.25 -0.60
C -0.76 -0.55 -1.04
C -0.23 0.23 0.15
N 1.22 0.26 0.08
C 2.05 0.77 1.04
O 1.68 1.57 1.88
C 3.47 0.31 0.95
C 4.73 1.20 0.97
C 5.25 -0.26 0.95
C 6.67 -0.71 0.93
C 7.15 -1.53 -0.08
C 8.47 -1.95 -0.09
C 9.33 -1.56 0.93
C 8.86 -0.75 1.95
C 7.54 -0.32 1.95
C 4.17 -0.56 -0.12
C 4.17 -0.57 2.02
H 0.70 -0.59 2.88
H -0.45 0.73 3.05
H -0.94 -0.92 3.45
H -1.90 -0.33 1.30
H 0.33 -2.38 1.23
H -1.41 -2.66 1.31
H 0.24 -4.38 -0.11
H -1.50 -4.53 -0.20
H -1.31 -5.34 -2.56
H 0.74 -5.81 -3.59
H 1.37 -4.52 -2.57
H 2.33 -7.13 -2.44
H 2.29 -6.11 -1.00
H 0.81 -8.23 -0.71
H -0.17 -0.43 -1.94
H -1.79 -0.26 -1.27
H -0.59 1.26 0.16
H 1.64 -0.45 -0.51
H 4.91 1.79 0.07
H 4.89 1.77 1.88
H 6.48 -1.83 -0.88
H 8.83 -2.59 -0.89
H 10.36 -1.89 0.93
H 9.52 -0.44 2.75
H 7.17 0.31 2.75
H 3.85 -1.60 -0.20
H 4.31 -0.10 -1.10
H 4.31 -0.11 3.00
H 3.85 -1.61 2.09

=====

Quick rundown of relative energy (zero: lowest compared OMol25 entry of this formula, charge and spin), same order as above: 32.3; 66.9 kcal per mole
Quick rundown of calculated total energy, same order as above: -5254.2925; -34934.7776 eV